Entry 1:
Below is a 2-piece molecular cluster, C7H6Cl4O2 overall, with properties calculated with ωB97M-V/def2-TZVPD.

Properties
Energy above the lowest of the compared OMol25 structures with the same formula, charge and spin ... 0.000 eV
E_tot ... -2261.5717 Ha
F_max ... 0.01117 hartree/bohr
E_HOMO ... -8.250 eV
HOMO-LUMO gap ... 8.6 eV
SMILES ... ClC(Cl)(Cl)Cl.Oc1ccc(O)cc1

Geometry (Å):
Cl 0.67009 4.22738 -1.62848
C 0.51838 2.56076 -2.19711
Cl 1.62025 1.53114 -1.30326
Cl -1.13734 2.01268 -1.94250
Cl 0.89301 2.48262 -3.91524
O -2.34843 0.80431 0.88997
C -1.25174 -0.02846 0.84549
C -1.30045 -1.12893 0.01365
C -0.24509 -2.03133 -0.02870
C 0.86194 -1.82678 0.78394
O 1.93187 -2.68010 0.81713
C 0.91451 -0.70266 1.59955
C -0.13664 0.18942 1.63782
H -2.05224 1.70561 1.03879
H -2.14075 -1.26798 -0.65459
H -0.25356 -2.90311 -0.67397
H 1.75401 -3.41945 0.22878
H 1.81162 -0.57535 2.19380
H -0.10943 1.05024 2.29493

Entry 2:
Below is one molecule with the formula C5H3NO at a distorted geometry, with properties calculated with ωB97M-V/def2-TZVPD.

Properties
Energy above the lowest of the compared OMol25 structures with the same formula, charge and spin ... 4.611 eV
E_tot ... -322.1223 Ha
F_max ... 0.04706 hartree/bohr
E_HOMO ... -10.332 eV
HOMO-LUMO gap ... 10.6 eV
SMILES ... C#C[C@@]1(C#N)CO1

Geometry (Å):
C -0.28280 0.92290 1.92521
C 0.29024 0.25540 1.10450
C 0.54106 -0.31954 -0.20363
C 0.40972 -1.77165 -0.36347
N 0.28736 -2.90875 -0.54411
C -0.29748 0.48549 -1.05920
O 1.35313 0.23067 -1.16435
H -0.75548 1.51278 2.67274
H -1.22763 0.04287 -1.46281
H -0.31813 1.54982 -0.90486

Entry 3:
Below is a 2-piece molecular cluster, C2H2Cl2N2S overall at a distorted geometry, with properties calculated with ωB97M-V/def2-TZVPD.

Properties
Energy above the lowest of the compared OMol25 structures with the same formula, charge and spin ... 2.024 eV
E_tot ... -1505.3682 Ha
F_max ... 0.15663 hartree/bohr
E_HOMO ... -8.758 eV
HOMO-LUMO gap ... 8.2 eV
SMILES ... C#[N+][S-].N=C(Cl)Cl

Geometry (Å):
C 0.89028 1.31033 -0.57029
N 0.75217 0.62743 -1.59158
S 0.15328 -0.37304 -2.60359
H 1.63363 1.87584 -0.18560
N -1.12280 1.92267 1.00911
C -0.48045 0.91816 1.33944
Cl -0.88882 -0.81332 1.07316
Cl 0.80688 1.06538 2.35537
H -1.98545 1.92184 0.52348

Entry 4:
Below is a 7-piece molecular cluster, H14O7 overall, with properties calculated with ωB97M-V/def2-TZVPD.

Properties
Energy above the lowest of the compared OMol25 structures with the same formula, charge and spin ... 1.802 eV
E_tot ... -535.0576 Ha
F_max ... 0.00781 hartree/bohr
E_HOMO ... -10.448 eV
HOMO-LUMO gap ... 10.4 eV
SMILES ... O.O.O.O.O.O.O

Geometry (Å):
O -0.35853 2.59546 18.65096
H -0.76347 2.92126 17.82582
H -0.89699 1.84224 18.91187
O 0.88829 6.55162 17.42468
H 1.03488 6.24437 16.51974
H 1.76903 6.58078 17.80983
O -2.67001 0.93352 13.09933
H -2.08410 1.13920 13.83896
H -3.51698 0.72546 13.50392
O -0.93900 3.61709 16.04025
H -0.50221 4.46998 15.93056
H -1.41092 3.47713 15.21079
O -4.12748 3.38382 14.40531
H -4.38772 2.49594 14.15131
H -4.66754 3.96217 13.85173
O -1.78322 4.09290 12.19378
H -1.69249 3.30492 11.64596
H -2.53305 3.89811 12.76833
O 1.89992 5.58450 14.85598
H 2.73018 5.39926 14.40418
H 1.33824 5.98266 14.17813

Entry 5:
Below is C33H28BrClCoN4O4P as an isolated structure at a distorted geometry, with properties calculated with ωB97M-V/def2-TZVPD.

Properties
Energy above the lowest of the compared OMol25 structures with the same formula, charge and spin ... 1.151 eV
E_tot ... -6552.4517 Ha
F_max ... 0.05004 hartree/bohr
E_HOMO (spin up / spin down) ... -10.597 / -10.597 eV
⟨S²⟩ ... 1.062
2S+1 ... 2
HOMO-LUMO gap (spin up / spin down) ... 6.5 / 8.0 eV
Total charge ... +1

Geometry (Å):
Co -0.46480 -0.48603 -0.72141
C -0.11308 -0.20214 -4.08712
O 0.60078 -0.16495 -2.84315
C 1.96209 -0.12667 -2.91603
C 2.69988 -0.14609 -4.08396
C 4.08528 -0.07026 -3.99131
Br 5.10335 -0.09230 -5.58437
C 4.72762 0.01473 -2.77805
C 3.98878 0.01799 -1.58750
C 2.60658 -0.03793 -1.68815
O 1.76356 0.01904 -0.57637
C 4.73962 0.07714 -0.32540
N 6.02975 0.26555 -0.30800
C 6.40789 0.27975 1.01361
C 7.67105 0.42880 1.58737
C 7.75418 0.38721 2.96293
C 6.61775 0.20661 3.76528
C 5.35987 0.05194 3.21737
C 5.28150 0.08602 1.83055
N 4.22196 -0.03274 0.95343
H 0.14909 -1.09519 -4.65573
H 0.10677 0.68914 -4.67621
H -1.16478 -0.23658 -3.83035
H 2.23240 -0.19898 -5.05486
H 5.80313 0.07083 -2.71409
H 2.08567 0.72339 0.00119
H 8.54298 0.56419 0.96242
H 8.71823 0.49492 3.44187
H 6.73030 0.18942 4.84120
H 4.48244 -0.08364 3.83721
H 3.31950 -0.36851 1.23488
N -0.13078 -2.65328 -0.52413
N -1.23345 -3.23660 -1.16853
C -2.03281 -2.45909 -2.02743
O -2.81534 -3.02079 -2.75988
O -1.86237 -1.17606 -1.91996
H 0.73901 -2.89337 -0.99215
H -0.08535 -2.99651 0.42675
H -1.19505 -4.22228 -1.37171
Cl 0.17959 0.64842 1.68896
C -1.12175 0.31168 2.79380
C -0.88346 0.30817 4.15282
C -1.94076 0.01351 5.00250
C -3.19772 -0.26501 4.48628
C -3.41529 -0.25325 3.11660
C -2.37246 0.04398 2.24388
P -2.49302 -0.01730 0.42773
C -4.13396 -0.68487 0.09688
C -4.30818 -2.06704 0.16859
C -5.54728 -2.62056 -0.09893
C -6.61251 -1.79736 -0.43817
C -6.44177 -0.42190 -0.50178
C -5.20176 0.14042 -0.24289
C -2.51775 1.72835 -0.08540
C -2.73660 2.78894 0.78828
C -2.65561 4.09140 0.31811
C -2.36249 4.34187 -1.01522
C -2.16050 3.28642 -1.89352
C -2.23189 1.98159 -1.43130
H 0.10284 0.52884 4.53745
H -1.77488 0.00091 6.07103
H -4.01421 -0.49588 5.15703
H -4.39523 -0.46771 2.70960
H -3.46727 -2.70208 0.42485
H -5.67878 -3.69331 -0.05937
H -7.57878 -2.23081 -0.65904
H -7.27477 0.21719 -0.76262
H -5.06356 1.21267 -0.29845
H -2.96615 2.60349 1.83050
H -2.82024 4.91479 1.00084
H -2.29015 5.36194 -1.36810
H -1.94969 3.47914 -2.93727
H -2.10711 1.14665 -2.11389

Entry 6:
Below is a 13-piece molecular cluster, C66H101N5O22S6 overall at a distorted geometry, with properties calculated with ωB97M-V/def2-TZVPD.

Properties
E_tot ... -6893.0273 Ha
F_max ... 0.07140 hartree/bohr
E_HOMO ... -9.596 eV
HOMO-LUMO gap ... 8.7 eV

Geometry (Å):
C -4.20202 -0.97528 3.20558
C -4.81235 -0.89502 4.45984
C -4.88197 0.36852 4.99300
C -4.36164 1.52508 4.34952
C -3.69986 1.43092 3.11812
C -3.70868 0.16433 2.57811
N -4.45206 2.86248 4.97347
O -3.81435 3.80238 4.51486
O -5.15653 2.99123 5.94857
H -4.18710 -1.89659 2.64225
H -5.19851 -1.81308 4.87750
H -5.25825 0.55065 5.98882
H -3.40270 2.29863 2.54787
H -3.19645 0.05557 1.63355
C -2.21163 -8.08730 1.96886
C -2.09357 -7.03156 2.84089
C -1.27274 -5.97364 2.49172
C -0.74577 -5.86662 1.20319
C -0.81156 -6.97930 0.39426
C -1.58939 -8.06543 0.72684
N 0.04715 -4.63845 0.77088
O 0.47531 -4.61606 -0.36230
O -0.02425 -3.65374 1.52978
H -2.72715 -8.97576 2.30245
H -2.49893 -6.96633 3.83980
H -1.16730 -5.18413 3.22108
H -0.31613 -7.02881 -0.56413
H -1.54626 -8.86479 0.00188
C 4.24220 -2.34898 -1.38796
C 5.27909 -2.86899 -0.71181
C 5.08995 -3.37922 0.63424
C 3.83614 -3.09792 1.23525
C 2.83973 -2.41793 0.54758
C 3.03701 -2.09511 -0.79507
N 3.65753 -3.54705 2.62849
O 4.36243 -4.36405 3.16055
O 2.75139 -2.94546 3.22450
H 4.26054 -2.22575 -2.46075
H 6.16915 -3.13140 -1.26440
H 5.91898 -3.86214 1.13013
H 1.91527 -2.24321 1.07790
H 2.20033 -1.70116 -1.35290
C 1.23121 1.51009 -0.05070
C 0.54485 1.08684 1.13580
C -0.31601 -0.04285 1.03972
C -0.66730 -0.50113 -0.29227
C -0.08786 0.00379 -1.45523
C 0.92230 0.95811 -1.30332
N -1.70943 -1.51556 -0.45274
O -2.17340 -1.90912 0.63025
O -2.15081 -1.77358 -1.55950
H 1.98204 2.28590 -0.02281
H 0.81886 1.50266 2.09413
H -0.74177 -0.50939 1.91578
H -0.45301 -0.23999 -2.44196
H 1.44893 1.31052 -2.17787
C 0.67692 5.06303 1.74914
C 1.91633 5.40640 1.30706
C 2.17211 6.69449 0.90071
C 1.07098 7.65401 0.88122
C -0.19337 7.18773 1.24838
C -0.38185 5.89706 1.59830
N 1.26158 9.04837 0.44062
O 0.26311 9.70000 -0.01167
O 2.39226 9.50427 0.47941
H 0.48795 4.08726 2.17172
H 2.75191 4.72891 1.21095
H 3.14939 6.96658 0.53018
H -1.04533 7.82091 1.04927
H -1.34322 5.45812 1.82079
C 3.52274 7.23133 -3.43681
C 2.94713 5.90577 -2.84650
C 4.07376 4.86603 -2.75130
C 3.70078 3.43651 -2.54094
C 4.90765 2.45756 -2.46413
C 4.42923 1.00664 -2.27110
H 2.83320 8.06266 -3.29009
H 3.59456 7.19528 -4.52383
H 4.50086 7.51783 -3.05042
H 2.64235 6.16488 -1.83256
H 2.03554 5.63530 -3.37937
H 4.80575 5.14283 -1.99257
H 4.60254 4.92571 -3.70258
H 3.19126 3.34857 -1.58138
H 3.06744 3.02333 -3.32596
H 5.40611 2.49777 -3.43265
H 5.64407 2.82632 -1.75011
H 3.56197 0.86963 -2.91701
H 5.22323 0.31699 -2.55756
H 4.12534 0.97828 -1.22470
C 3.50948 -2.28963 -5.54252
C 2.08145 -1.94883 -5.07979
C 1.35095 -3.27971 -4.67174
C 0.07460 -2.99288 -3.87704
C -0.86550 -4.28168 -3.53944
C -1.81852 -4.78745 -4.62687
H 3.92870 -1.34820 -5.89753
H 3.47264 -3.05113 -6.32153
H 4.12981 -2.79392 -4.80160
H 2.08004 -1.31014 -4.19652
H 1.59206 -1.39486 -5.88086
H 1.97891 -3.95097 -4.08592
H 1.04550 -3.84390 -5.55293
H 0.30830 -2.47474 -2.94698
H -0.54339 -2.28753 -4.43263
H -0.23594 -5.13563 -3.28933
H -1.51277 -4.22086 -2.66454
H -2.56167 -5.48681 -4.24385
H -2.38822 -3.89853 -4.89770
H -1.29756 -5.16963 -5.50474
C 0.22658 3.72639 -7.70793
C 1.18732 4.61718 -6.94339
C 2.02644 3.61720 -6.06570
S 0.80029 2.49961 -5.32664
O 0.14593 2.95763 -4.07870
O 1.32618 1.16243 -5.47257
C -0.53548 2.88104 -6.56319
H 0.89039 3.10932 -8.31347
H -0.52089 4.19683 -8.34674
H 0.65836 5.29782 -6.27627
H 1.78427 5.20892 -7.63736
H 2.68179 4.02547 -5.29634
H 2.58551 2.90671 -6.67459
H -1.31662 3.50822 -6.13358
H -0.95183 1.90667 -6.81886
C -0.70217 1.84909 7.79400
C 0.76374 2.14786 7.95690
C 1.44331 2.02430 6.54037
S 0.12597 2.53868 5.27012
O -0.06332 1.35815 4.39674
O 0.38532 3.85029 4.69719
C -1.21929 2.58790 6.57861
H -1.17871 2.27396 8.67745
H -0.75620 0.76073 7.76849
H 1.20248 1.40450 8.62248
H 0.82222 3.12347 8.43946
H 1.60202 0.99320 6.22456
H 2.33018 2.62769 6.34672
H -2.14603 2.23889 6.12313
H -1.27535 3.64729 6.82890
C -6.28655 -0.10452 -3.64340
C -6.76308 -0.28412 -5.09220
C -5.62294 0.29213 -5.93947
S -4.01136 -0.26157 -5.22136
O -3.15945 0.91481 -5.06572
O -3.49041 -1.40531 -5.96622
C -4.88636 -0.82347 -3.66721
H -6.99400 -0.54336 -2.93983
H -6.24641 0.96541 -3.43908
H -7.67272 0.28774 -5.27557
H -6.93657 -1.33448 -5.32617
H -5.63378 1.37045 -5.78070
H -5.61916 0.15746 -7.02111
H -4.28102 -0.59675 -2.78956
H -5.00749 -1.90522 -3.61020
C -4.73097 -4.00843 -1.44476
C -5.53969 -3.01079 -0.58369
C -6.17391 -3.82228 0.59567
S -5.00016 -5.25252 1.01184
O -5.67750 -6.54375 0.81693
O -4.24266 -5.02542 2.26057
C -3.93818 -4.87610 -0.45272
H -4.07363 -3.42886 -2.09291
H -5.39069 -4.59285 -2.08609
H -6.32488 -2.42735 -1.06450
H -4.83774 -2.35760 -0.06533
H -7.11364 -4.25616 0.25396
H -6.46937 -3.44842 1.57599
H -3.45995 -5.76191 -0.87076
H -3.05641 -4.39951 -0.02442
C -1.42507 -2.09671 4.64266
C 0.13334 -1.97168 4.80975
C 0.41087 -1.83746 6.31325
S -0.99526 -2.66301 7.22178
O -1.71152 -1.66608 7.97776
O -0.48984 -3.91660 7.86387
C -2.00223 -3.04884 5.67889
H -1.53678 -2.31264 3.58012
H -1.80065 -1.08851 4.81751
H 0.57504 -1.15638 4.23679
H 0.65505 -2.86123 4.45672
H 0.45006 -0.77684 6.56153
H 1.34344 -2.26784 6.67820
H -3.06420 -3.01379 5.92194
H -1.84933 -4.11099 5.48764
C 5.63542 2.04462 1.35176
C 5.37565 0.56537 1.54089
C 4.08580 0.44960 2.42031
S 4.02042 1.96304 3.49045
O 4.15948 1.54928 4.89235
O 2.87510 2.71599 3.02597
C 5.55641 2.70155 2.70467
H 4.88268 2.39132 0.64375
H 6.59779 2.23094 0.87508
H 6.27015 0.19275 2.04002
H 5.13718 0.03176 0.62084
H 4.18525 -0.34304 3.16188
H 3.14062 0.47280 1.87791
H 6.41157 2.31665 3.26023
H 5.57501 3.78609 2.81198